Record 1
A structure of composition C33H31AuGeP, computed with the ωB97M-V functional and the def2-TZVPD basis.

Structure (XYZ):
```
67
Properties=species:S:1:pos:R:3:forces:R:3
Au -0.3451 0.8914 -0.2514 0.4403 0.4142 -0.0079
C 5.3639 0.4943 0.3738 -0.0298 0.0242 -0.0053
C 4.9195 1.8698 -0.0514 0.0459 -0.0648 -0.0140
C 5.8744 2.8759 -0.1675 -0.0032 0.0117 -0.0096
C 5.5399 4.1592 -0.5736 -0.0066 -0.0210 0.0024
C 4.2249 4.4714 -0.8810 -0.0080 -0.0338 0.0156
C 3.2556 3.4897 -0.7596 -0.0025 0.0435 0.0029
C 3.5859 2.1965 -0.3489 0.0304 0.0629 -0.1060
P 2.1945 1.0584 -0.1946 -0.1715 -0.1437 0.0445
C 2.4038 0.1034 1.3400 -0.0222 0.0746 0.0439
C 2.6292 -1.2710 1.3091 0.0140 -0.0691 -0.0081
C 2.7069 -2.0072 2.4801 -0.0167 0.0432 -0.0064
C 2.5555 -1.3635 3.7003 0.0073 0.0184 -0.0307
C 2.3327 0.0047 3.7371 -0.0195 -0.0268 -0.0007
C 2.2529 0.7615 2.5705 -0.0010 0.0504 0.0475
C 2.0486 2.2508 2.6661 0.0052 -0.0234 -0.0251
C 2.2178 -0.1354 -1.5659 -0.1289 -0.0522 0.0446
C 3.2008 -0.0849 -2.5491 -0.0011 0.0296 -0.0064
C 3.0829 -0.8338 -3.7095 0.0257 0.0069 -0.0395
C 1.9503 -1.6047 -3.9314 -0.0247 0.0046 0.0027
C 0.9421 -1.6351 -2.9846 0.0938 -0.0016 -0.0006
C 1.0697 -0.9458 -1.7754 -0.0561 -0.1724 0.0295
C -0.0058 -1.1269 -0.7685 -0.0876 0.2000 0.2603
H 6.4280 0.3690 0.1798 -0.0015 0.0074 0.0061
H 4.8297 -0.2939 -0.1568 0.0109 0.0109 -0.0112
H 5.1972 0.3347 1.4413 -0.0118 0.0067 -0.0069
H 6.9071 2.6401 0.0595 -0.0054 0.0037 -0.0091
H 6.3117 4.9135 -0.6549 -0.0071 -0.0030 0.0017
H 3.9559 5.4672 -1.2054 -0.0066 -0.0033 0.0028
H 2.2213 3.7278 -0.9789 -0.0046 -0.0066 -0.0022
H 2.7610 -1.7722 0.3565 -0.0029 0.0009 0.0092
H 2.8886 -3.0731 2.4393 -0.0018 0.0076 -0.0017
H 2.6184 -1.9252 4.6233 -0.0132 0.0044 -0.0040
H 2.2158 0.5032 4.6923 0.0209 0.0004 -0.0078
H 1.7045 2.5300 3.6607 0.0070 -0.0067 -0.0015
H 1.3160 2.6142 1.9400 -0.0106 -0.0231 0.0010
H 2.9791 2.7890 2.4692 -0.0034 -0.0139 -0.0080
H 4.0591 0.5624 -2.4149 0.0026 -0.0253 0.0180
H 3.8687 -0.7991 -4.4525 -0.0025 0.0027 0.0108
H 1.8518 -2.1778 -4.8437 -0.0107 0.0270 -0.0033
H 0.0502 -2.2231 -3.1624 0.0174 -0.0194 0.0116
H 0.2859 -1.5231 0.2009 0.0709 -0.1188 -0.0813
H -0.9006 -1.6082 -1.1472 0.0545 -0.0526 -0.0409
Ge -1.8629 0.4331 1.6133 -0.0772 0.1440 -0.0419
C -1.9555 -1.3569 2.2493 -0.0531 -0.3080 0.0569
C -2.4773 -2.4045 1.4861 0.0336 -0.0103 0.0752
C -2.6131 -3.6681 2.0386 0.0262 0.0125 -0.0041
C -2.2284 -3.8938 3.3551 0.0011 -0.0169 -0.0118
C -1.7051 -2.8613 4.1186 0.0337 0.0431 -0.0257
C -1.5621 -1.5942 3.5670 0.0071 -0.1533 -0.0472
C -3.4306 1.3119 0.9343 -0.1616 0.1223 -0.1068
C -4.2215 0.7434 -0.0696 -0.0222 0.0467 0.0790
C -5.3318 1.4175 -0.5488 -0.0003 0.0189 0.0102
C -5.6564 2.6717 -0.0417 -0.0033 -0.0241 -0.0235
C -4.8765 3.2478 0.9484 0.0471 -0.0165 0.0218
C -3.7614 2.5739 1.4323 -0.0619 -0.0351 -0.0479
H -1.1712 1.3289 2.6614 0.0409 -0.0176 -0.0663
H -2.7814 -2.2398 0.4584 -0.0327 0.0154 0.0230
H -3.0231 -4.4766 1.4474 0.0095 0.0030 0.0025
H -2.3358 -4.8812 3.7852 -0.0126 0.0122 -0.0017
H -1.4093 -3.0409 5.1440 0.0046 0.0016 -0.0086
H -1.1441 -0.7946 4.1676 -0.0144 0.0114 -0.0046
H -3.9773 -0.2310 -0.4770 0.0123 0.0027 0.0003
H -5.9473 0.9697 -1.3180 0.0138 0.0034 -0.0006
H -6.5192 3.2010 -0.4248 -0.0007 -0.0184 0.0160
H -5.1349 4.2207 1.3453 0.0147 -0.0055 -0.0044
H -3.1594 3.0320 2.2088 0.0101 -0.0058 -0.0066
```
Forces are in eV/Å.

Results
Kohn-Sham gap in eV: 6.461
Spin multiplicity: 1
Total charge: +1

Record 2
A structure of composition C33H31CdCl2F6GeN6O4SbSe at a distorted geometry, computed with the ωB97M-V functional and the def2-TZVPD basis.

Structure (XYZ):
```
86
Properties=species:S:1:pos:R:3:forces:R:3
Cd -0.5996 1.3916 1.1467 0.3559 0.3618 0.3369
Se -4.5769 4.8874 -4.6401 -0.3074 0.2225 -0.4144
N -4.8717 4.6837 -2.9018 -0.0131 -0.0087 0.0703
C -3.7948 4.1491 -2.4017 0.2441 -0.0683 0.1211
C -3.6425 3.7985 -0.9937 -0.0701 0.0515 -0.0781
C -4.6290 4.0629 -0.0414 -0.0236 0.0460 -0.0917
C -4.4401 3.6553 1.2569 -0.0916 0.0135 0.0137
C -3.2710 2.9737 1.5784 0.1574 -0.0268 0.0868
N -2.3299 2.7384 0.6768 -0.3069 -0.0764 -0.2915
C -2.4875 3.1428 -0.5882 0.1419 -0.1510 0.0899
C -1.3855 2.8601 -1.5424 0.0992 -0.0946 0.1542
N -0.2982 2.2204 -1.0797 -0.4273 0.0231 -0.1477
C 0.7441 2.0619 -1.8767 0.0235 0.0192 0.1011
C 0.7543 2.4849 -3.2014 0.0096 0.0274 -0.0804
C -0.3784 3.0758 -3.7091 -0.0696 0.0577 -0.0702
C -1.4750 3.2723 -2.8706 -0.0779 0.0473 -0.0013
C -2.7177 3.8848 -3.3359 0.0713 -0.0577 0.2556
N -2.9402 4.2041 -4.5788 0.0994 -0.0090 0.0201
H -5.5273 4.5827 -0.3508 0.0207 -0.0189 0.0174
H -5.1820 3.8413 2.0216 0.0414 0.0022 -0.0261
H -3.0698 2.6047 2.5784 0.0448 0.0006 -0.0325
H 1.6171 1.5918 -1.4428 -0.0340 -0.0340 0.0238
H 1.6368 2.3419 -3.8092 -0.0062 -0.0099 0.0212
H -0.4407 3.4106 -4.7373 0.0213 -0.0369 0.0301
O 3.9247 -2.8621 2.7750 0.1848 0.5005 0.4424
C 4.1161 -1.8757 3.5391 0.0665 -0.0807 -0.0105
O 4.9449 -1.6624 4.4433 -0.4139 -0.2944 -0.5159
C 3.1361 -0.7353 3.2272 0.1577 -0.2562 -0.0198
C 3.4354 0.1410 2.1770 -0.0170 -0.0488 0.1488
C 2.4769 1.0244 1.7510 -0.3126 0.0294 0.2142
N 1.2415 1.0459 2.2869 0.3806 -0.1158 -0.0160
C 0.9727 0.2812 3.3583 -0.1229 0.0876 -0.1616
C 1.9100 -0.5958 3.8753 0.0342 0.1239 -0.1395
C -0.4621 0.3524 3.9331 -0.1956 -0.0452 -0.3017
O -0.6275 -0.0269 5.0828 -0.0256 0.0858 -0.2689
O -1.3773 0.7695 3.1130 0.3234 -0.4658 0.3209
H 4.4008 0.1008 1.6856 -0.0245 -0.0083 0.0595
H 2.6630 1.7368 0.9527 -0.0585 -0.0227 0.0170
H 1.6354 -1.1956 4.7311 0.0595 -0.0283 0.0132
F 0.8525 3.7425 0.8049 -0.1662 -0.0682 0.0927
Sb 0.3200 4.8958 2.2483 0.2769 0.0836 -0.0447
F -1.1546 5.4113 1.1658 -0.0848 0.0060 -0.0797
F 1.3890 6.2540 1.5016 -0.0141 0.1125 -0.1039
F 1.7946 4.2441 3.2081 0.0409 0.0431 0.1730
F -0.2476 6.0583 3.6090 -0.0160 0.0634 0.1298
F -0.7549 3.5112 2.9840 0.0617 0.0592 -0.1923
C 0.5445 -4.4225 -3.5688 -0.1168 -0.0490 0.0948
C -0.0360 -5.0741 -2.3111 0.2046 0.1290 0.0060
C 0.8947 -4.9373 -1.0871 -0.1403 0.0963 -0.1382
C 0.4271 -3.9148 -0.0427 0.0256 -0.0606 0.1315
Ge 0.1966 -2.0869 -0.6981 0.5831 -0.3823 -0.5014
C 1.8765 -1.1813 -1.0910 0.0788 0.0006 0.0397
C 3.0803 -2.1172 -1.2497 -0.1294 0.0553 0.0595
C 4.3467 -1.3532 -1.6172 0.1199 -0.0881 0.0431
C 5.5960 -2.2277 -1.5461 -0.0235 0.0350 -0.0320
H -0.1400 -4.5072 -4.4171 0.0412 0.0218 0.0428
H 1.4871 -4.9000 -3.8453 -0.0012 0.0389 0.0004
H 0.7400 -3.3592 -3.4035 0.0326 -0.0484 -0.0538
H -0.2265 -6.1287 -2.5158 -0.0355 -0.0132 -0.0079
H -1.0029 -4.6164 -2.0812 -0.0304 -0.0846 -0.0103
H 1.9029 -4.6846 -1.4263 -0.0482 -0.0931 0.0439
H 0.9760 -5.8986 -0.5757 0.0322 -0.0093 -0.0050
H 1.1439 -3.8626 0.7803 -0.0221 -0.0199 -0.0423
H -0.5240 -4.2345 0.3906 0.0576 -0.0321 -0.0898
H -0.6798 -2.1266 -1.9739 -0.1720 0.1588 0.1411
H 2.0757 -0.4914 -0.2661 -0.0128 0.0192 -0.0388
H 1.7335 -0.5860 -1.9978 0.0143 -0.0329 0.0104
H 2.8767 -2.8662 -2.0239 0.0686 0.0177 0.0494
H 3.2478 -2.6539 -0.3089 -0.0093 0.0073 -0.0305
H 4.4566 -0.5054 -0.9327 -0.0001 -0.0104 -0.0278
H 4.2400 -0.9421 -2.6275 -0.0151 0.0741 0.0371
H 5.7138 -2.6451 -0.5435 -0.0060 0.0163 -0.0430
H 6.4947 -1.6530 -1.7828 -0.0370 -0.0493 0.0082
H 5.5322 -3.0588 -2.2560 0.0029 0.0371 0.0603
Cl -3.2259 -0.0830 -1.0983 0.0196 0.0648 0.0898
C -3.2433 -1.0052 0.3807 0.3297 0.1014 0.0274
C -4.4541 -1.3553 0.9422 -0.0257 -0.0835 -0.0295
C -4.4729 -2.1627 2.0687 -0.0718 0.0116 0.0005
C -3.2871 -2.6443 2.5938 -0.0390 -0.0186 0.0442
C -2.0808 -2.2980 2.0146 0.1552 0.2460 -0.1719
Cl -0.6203 -2.9042 2.6929 0.0493 0.2607 0.3313
C -2.0105 -1.4130 0.9216 -0.0282 -0.1209 -0.0251
N -0.7969 -0.9220 0.4085 -0.9817 -0.2903 0.1935
H -5.3703 -1.0061 0.4853 0.0241 0.0035 0.0005
H -5.4173 -2.4246 2.5301 0.0643 0.0105 -0.0288
H -3.2784 -3.2822 3.4682 0.0052 0.0391 -0.0448
```
Forces are in eV/Å.

Results
Kohn-Sham gap (spin up / spin down) in eV: 5.808 / 5.044
⟨S²⟩: 0.757
ΔE to the lowest compared entry with this formula, charge and spin in kJ/mol: 0.0
Spin multiplicity: 2
Total charge: -1

Record 3
A cluster of 2 separate species, C33H31F3NO in total at a distorted geometry, computed with the ωB97M-V functional and the def2-TZVPD basis.

Structure (XYZ):
```
69
Properties=species:S:1:pos:R:3:forces:R:3
C 5.8877 0.2805 2.7475 -0.1918 0.4946 -0.2083
O 5.2600 1.3294 1.9783 0.0225 -0.2653 0.2811
C 3.9050 1.4367 1.9936 -0.3241 -0.3008 -0.0015
C 3.3337 2.3387 1.0640 1.1924 -0.4508 0.6560
C 1.9866 2.3380 0.8628 -1.0677 -0.6097 -0.2307
C 1.1447 1.4155 1.5405 1.1665 0.1568 0.5060
C -0.2075 1.2486 1.1200 -1.0292 -0.4115 0.5863
C -1.0624 0.2445 1.6158 0.6042 0.9310 -0.6492
N -2.3718 0.5210 1.8334 0.3433 -0.5213 -0.1237
C -2.8788 1.8832 1.9464 -0.1439 0.4556 -0.0378
C -4.4121 1.7576 2.0418 0.1722 0.2187 0.1776
C -4.7491 0.2724 1.8478 -0.0719 -0.1259 -0.3024
C -3.4219 -0.4924 1.8768 -0.2834 -0.5833 0.1436
C -0.5444 -1.1414 1.8230 -0.0142 -0.3045 0.5385
C 0.4609 -1.6283 0.9787 -0.0563 -0.1266 -0.0393
C 0.9339 -2.9351 1.0707 -0.0958 0.2035 0.2105
C 0.4312 -3.7768 2.0699 -0.0239 0.1338 -0.1467
C -0.5062 -3.2807 2.9775 0.0397 0.0687 -0.0554
C -0.9897 -1.9778 2.8626 0.2904 0.1314 -0.2225
C 1.7087 0.7341 2.6593 -0.7496 0.0011 -0.6447
C 3.0706 0.6815 2.8542 0.7909 0.4923 -0.3985
H 6.9378 0.3430 2.4510 -0.2038 -0.1377 0.2132
H 5.7849 0.4681 3.8279 0.0482 -0.0771 -0.3434
H 5.4808 -0.7127 2.4941 0.0530 0.3718 0.0425
H 3.9967 2.9780 0.4877 -0.0673 -0.0566 0.1460
H 1.5253 2.9997 0.1261 0.2209 -0.1355 0.1159
H -0.6221 2.0711 0.5372 -0.1569 -0.0849 0.3724
H -2.4597 2.3961 2.8320 0.0114 -0.3414 -0.3287
H -2.5862 2.4787 1.0757 -0.1304 -0.0926 0.0840
H -4.7522 2.1189 3.0175 0.0220 -0.0818 -0.2059
H -4.8849 2.3778 1.2774 -0.0101 -0.0758 0.1601
H -5.4209 -0.0954 2.6257 0.0394 0.0498 -0.1498
H -5.2358 0.1056 0.8827 -0.0222 0.0862 0.1692
H -3.3295 -1.1888 1.0226 0.0269 0.2907 0.3569
H -3.3560 -1.0976 2.7938 -0.0788 0.2578 -0.3772
H 0.8811 -0.9281 0.2562 -0.2512 -0.2830 0.3636
H 1.7026 -3.2897 0.3739 -0.2827 0.0981 0.3264
H 0.7820 -4.8058 2.1368 -0.1025 0.2512 0.0614
H -0.8662 -3.9041 3.7928 0.1019 0.0599 -0.1781
H -1.6703 -1.5835 3.6153 0.1737 -0.1957 -0.1956
H 1.0377 0.2102 3.3444 0.3182 0.0472 -0.2814
H 3.5029 0.0665 3.6478 -0.2183 0.3021 -0.2621
F -5.0344 -1.0347 -4.4432 1.0102 -0.9487 0.0479
C -4.1457 -2.0774 -4.3583 -1.3891 -0.4233 -0.7636
F -4.7554 -3.0539 -3.6243 0.6302 0.8878 -0.6535
F -3.9816 -2.5734 -5.6304 -0.1049 0.6010 1.3551
C -2.8318 -1.6466 -3.7601 -0.0996 -0.0156 0.2652
C -2.2786 -2.4010 -2.7268 -0.0118 0.0483 -0.0398
C -1.0771 -2.0144 -2.1721 0.5323 0.1765 0.1160
C -0.3939 -0.8454 -2.6063 -0.9685 -0.3556 -0.5750
C 0.8526 -0.5295 -1.9950 0.7856 0.2255 -0.8266
C 1.6387 0.6350 -2.2222 -0.0328 0.1397 0.4110
C 3.0515 0.5818 -2.0193 -0.5955 -0.0858 0.0842
C 3.8452 1.6508 -2.3823 0.3410 0.0828 -0.1815
C 3.2722 2.7980 -2.9496 -0.2520 -0.1772 0.0966
C 1.8765 2.9167 -3.0565 -0.1117 -0.2472 0.0158
C 1.0652 1.8623 -2.6579 0.1391 0.1558 -0.2362
C -0.9602 -0.1413 -3.7160 0.0218 0.1212 0.2850
C -2.1850 -0.5139 -4.2545 0.3377 0.0327 0.0913
H -2.7863 -3.2854 -2.3557 0.0699 0.1327 -0.1323
H -0.6242 -2.6235 -1.3900 -0.1722 0.2000 -0.0643
H 1.3510 -1.3728 -1.5041 -0.1896 0.3920 -0.1058
H 3.4838 -0.3281 -1.6008 -0.0380 0.2505 -0.1298
H 4.9314 1.5893 -2.2536 -0.4858 0.0452 -0.0511
H 3.9087 3.6111 -3.2980 -0.1367 -0.1952 0.1651
H 1.4187 3.8173 -3.4761 0.2544 -0.2799 0.2797
H -0.0224 1.9633 -2.6955 0.4790 0.0509 0.1170
H -0.4183 0.6894 -4.1718 -0.2388 -0.3980 0.1360
H -2.6277 0.0692 -5.0630 0.1640 -0.2568 0.1649
```
Forces are in eV/Å.

Results
Kohn-Sham gap in eV: 3.240
Spin multiplicity: 1
Total charge: +1

- What is the formula in the third record?
  C33H31F3NO